[1]
A 2-piece molecular cluster, C2H6BrN3 overall in a non-equilibrium geometry. Source: the OMol25 dataset; level of theory: ωB97M-V/def2-TZVPD.

Summary:
energy above the lowest of the compared OMol25 structures with the same formula, charge and spin: 446.3 kJ/mol
HOMO (alpha / beta): -18.443 / -18.436 eV
LUMO energy (alpha / beta): -12.858 / -12.851 eV
E_tot: -76660.7709 eV
M: 152.00 g/mol
max |F|: 2.77 eV/Å
HOMO-LUMO gap (alpha / beta): 5.6 / 5.6 eV
total charge: +2

Each line ends with the Mulliken charge.
Geometry (Å):
C (1.137, 0.448, -0.864)  0.16
C (-1.042, -2.251, 0.874)  0.53
N (0.018, 0.004, -0.256)  -0.41
N (1.359, 1.448, -1.686)  -0.31
N (-1.220, -2.027, 2.080)  -0.18
Br (-1.424, -3.513, -0.340)  0.41
H (1.985, -0.050, -0.487)  0.31
H (-0.861, 0.542, -0.163)  0.26
H (2.335, 1.623, -1.958)  0.29
H (0.716, 2.187, -2.038)  0.28
H (-0.740, -1.263, 2.481)  0.32
H (-1.671, -2.648, 2.790)  0.33

=====

[2]
A 2-piece molecular cluster, C2H6BrNO overall in a non-equilibrium geometry. Source: the OMol25 dataset; level of theory: ωB97M-V/def2-TZVPD.

Summary:
energy above the lowest of the compared OMol25 structures with the same formula, charge and spin: 187.5 kJ/mol
HOMO (alpha / beta): -9.174 / -9.175 eV
LUMO energy (alpha / beta): 0.388 / 0.388 eV
E_tot: -75748.3364 eV
M: 139.98 g/mol
max |F|: 4.36 eV/Å
SMILES: C=[N+](C)[O-].Br
HOMO-LUMO gap (alpha / beta): 9.6 / 9.6 eV
total charge: 0

Each line ends with the Mulliken charge.
Geometry (Å):
C (0.393, 1.348, 0.388)  -0.31
N (-0.074, 0.109, 0.285)  0.33
C (-0.878, -0.591, 1.287)  -0.67
O (0.038, -0.566, -0.821)  -0.58
H (0.998, 1.796, -0.352)  0.33
H (0.364, 1.776, 1.355)  0.17
H (-0.703, 0.098, 2.247)  0.22
H (-1.993, -0.496, 1.077)  0.27
H (-0.585, -1.628, 1.501)  0.28
Br (1.571, -0.952, -4.035)  -0.25
H (0.869, -0.897, -2.930)  0.23

=====

[3]
A 2-piece molecular cluster, C2H6BrOS overall in a non-equilibrium geometry. Source: the OMol25 dataset; level of theory: ωB97M-V/def2-TZVPD.

Summary:
energy above the lowest of the compared OMol25 structures with the same formula, charge and spin: 75.2 kJ/mol
HOMO: -3.677 eV
LUMO energy: 3.400 eV
E_tot: -85096.8855 eV
M: 158.04 g/mol
max |F|: 6.19 eV/Å
HOMO-LUMO gap: 7.1 eV
total charge: -1

Each line ends with the Mulliken charge.
Geometry (Å):
Br (3.700, -1.134, 0.321)  -0.92
C (-0.934, 1.140, -0.757)  -1.16
S (0.360, 0.628, 0.460)  0.61
O (0.004, 1.130, 1.835)  -0.67
C (-0.041, -1.142, 0.323)  -0.93
H (-1.688, 1.356, -0.160)  0.38
H (-1.069, 0.374, -1.403)  0.37
H (-0.508, 1.872, -1.302)  0.37
H (0.888, -1.534, 0.905)  0.22
H (0.317, -1.436, -0.785)  0.29
H (-1.033, -1.259, 0.568)  0.44

=====

[4]
A 2-piece molecular cluster, C2H6BrP overall in a non-equilibrium geometry. Source: the OMol25 dataset; level of theory: ωB97M-V/def2-TZVPD.

Summary:
energy above the lowest of the compared OMol25 structures with the same formula, charge and spin: 403.2 kJ/mol
HOMO: -8.986 eV
LUMO energy: 0.202 eV
E_tot: -81498.9708 eV
M: 140.95 g/mol
max |F|: 4.48 eV/Å
HOMO-LUMO gap: 9.2 eV
total charge: 0

Each line ends with the Mulliken charge.
Geometry (Å):
C (-0.934, 1.368, 0.143)  -0.79
C (0.436, -0.268, -0.657)  -0.49
P (-0.287, -1.679, 0.084)  -0.12
Br (2.199, 0.120, -0.046)  -0.11
H (-0.938, 1.978, -0.727)  0.30
H (-0.254, 1.558, 0.964)  0.30
H (-1.845, 0.766, 0.384)  0.31
H (0.407, -0.033, -1.684)  0.49
H (0.805, -2.532, 0.155)  0.04
H (0.410, -1.277, 1.385)  0.05

=====

[5]
One molecule with the formula C2H6ClFO6P2. Source: the OMol25 dataset; level of theory: ωB97M-V/def2-TZVPD.

Summary:
energy above the lowest of the compared OMol25 structures with the same formula, charge and spin: 0.0 kJ/mol
HOMO: -10.538 eV
LUMO energy: 0.571 eV
E_tot: -48276.1410 eV
M: 242.46 g/mol
max |F|: 0.53 eV/Å
SMILES: C[C@@H](F)O[P@](=O)(OO)OP(O)Cl
HOMO-LUMO gap: 11.1 eV
total charge: 0

Each line ends with the Mulliken charge.
Geometry (Å):
C (2.828, -0.864, -0.215)  -1.22
C (1.563, -0.867, 0.591)  0.47
F (1.534, 0.210, 1.423)  -0.29
O (0.463, -0.766, -0.308)  -0.24
P (-1.011, -0.590, 0.239)  0.80
O (-1.243, -0.875, 1.651)  -0.62
O (-1.760, -1.601, -0.769)  -0.21
O (-3.129, -1.220, -0.999)  -0.33
O (-1.487, 0.845, -0.240)  -0.08
P (-0.477, 2.174, -0.447)  0.46
O (-1.095, 3.132, 0.685)  -0.45
Cl (-1.417, 2.895, -2.132)  -0.26
H (3.667, -0.618, 0.432)  0.37
H (2.963, -1.828, -0.702)  0.33
H (2.745, -0.101, -0.990)  0.30
H (1.442, -1.767, 1.192)  0.30
H (-3.524, -1.272, -0.112)  0.36
H (-2.062, 3.115, 0.701)  0.33

=====

[6]
A 2-piece molecular cluster, C2H6ClNO overall in a non-equilibrium geometry. Source: the OMol25 dataset; level of theory: ωB97M-V/def2-TZVPD.

Summary:
energy above the lowest of the compared OMol25 structures with the same formula, charge and spin: 0.0 kJ/mol
HOMO (alpha / beta): -4.777 / -10.933 eV
LUMO energy (alpha / beta): 0.647 / -1.487 eV
E_tot: -18226.6080 eV
M: 95.53 g/mol
max |F|: 8.13 eV/Å
multiplicity: 3
HOMO-LUMO gap (alpha / beta): 5.4 / 9.4 eV
total charge: 0

Each line ends with the Löwdin spin population.
Geometry (Å):
C (-1.524, -1.139, -1.041)  0.76
C (-0.597, -0.281, -0.638)  0.65
N (-0.633, 0.334, 0.579)  0.31
O (2.285, 1.292, 1.288)  0.00
Cl (0.484, 0.333, -1.895)  0.12
H (-2.037, -1.611, -0.302)  0.06
H (-1.646, -1.388, -2.038)  0.06
H (2.367, 0.335, 1.473)  0.00
H (-0.949, -0.124, 1.395)  0.02
H (0.185, 0.890, 0.800)  0.01
H (2.066, 1.358, 0.379)  0.00

=====

[7]
A 2-piece molecular cluster, C2H6ClNO2 overall in a non-equilibrium geometry. Source: the OMol25 dataset; level of theory: ωB97M-V/def2-TZVPD.

Summary:
HOMO (alpha / beta): -5.140 / -10.514 eV
LUMO energy (alpha / beta): 0.645 / -3.136 eV
E_tot: -20271.9434 eV
M: 111.53 g/mol
max |F|: 12.51 eV/Å
multiplicity: 3
HOMO-LUMO gap (alpha / beta): 5.8 / 7.4 eV
total charge: 0

Each line ends with the Löwdin spin population.
Geometry (Å):
C (1.965, 0.035, -0.270)  0.00
C (-2.023, -0.131, -0.107)  0.66
N (-1.300, -1.132, -0.178)  0.87
O (1.296, 0.926, 0.592)  0.00
O (-1.520, 1.096, 0.113)  0.32
Cl (-3.825, 0.096, -0.145)  0.11
H (2.705, -0.684, 0.341)  0.00
H (2.547, 0.751, -1.024)  0.00
H (-1.548, -2.119, -0.214)  0.04
H (1.038, -0.571, -0.747)  0.00
H (1.175, 0.564, 1.432)  0.00
H (-0.511, 1.168, 0.208)  0.00

=====

[8]
One molecule with the formula C2H6ClNO2S in a non-equilibrium geometry. Source: the OMol25 dataset; level of theory: ωB97M-V/def2-TZVPD.

Summary:
energy above the lowest of the compared OMol25 structures with the same formula, charge and spin: 0.0 kJ/mol
HOMO: -10.677 eV
LUMO energy: 0.621 eV
E_tot: -31113.3675 eV
M: 143.60 g/mol
max |F|: 2.66 eV/Å
SMILES: CS(=O)(=O)NCCl
HOMO-LUMO gap: 11.3 eV
total charge: 0

Each line ends with the Mulliken charge.
Geometry (Å):
C (0.680, 0.876, 1.361)  -0.90
S (0.655, -0.787, 0.651)  1.19
O (2.002, -1.218, 0.434)  -0.59
O (-0.236, -1.616, 1.397)  -0.63
N (-0.083, -0.448, -0.843)  -0.41
C (-0.957, -1.638, -1.324)  -0.41
Cl (0.020, -3.089, -1.513)  -0.15
H (-0.013, 0.893, 2.191)  0.32
H (1.687, 1.088, 1.687)  0.33
H (0.368, 1.564, 0.588)  0.32
H (0.636, -0.264, -1.531)  0.28
H (-1.687, -1.796, -0.534)  0.32
H (-1.402, -1.361, -2.275)  0.33